Here is a structure of composition C23H22BrN4O8SSeW from the OMol25 dataset. Energies are from ωB97M-V with the def2-TZVPD basis set.

Geometry as XYZ:
```
61
Properties=species:S:1:pos:R:3:forces:R:3:lowdin_spin:R:1
W 0.18868 0.10069 0.51269 0.0922 -0.0113 0.1429 1.650
O 1.88832 -1.15353 0.94138 0.0511 0.1247 -0.0109 0.040
C 3.18270 -1.07971 0.35172 -0.0525 -0.0201 -0.0111 0.004
C 3.04200 -0.14041 -0.79936 -0.0034 -0.0189 0.0034 0.014
C 4.09599 0.07811 -1.66475 0.0296 -0.0078 -0.0026 -0.002
C 3.94464 0.98774 -2.69328 -0.0420 0.0211 -0.0123 0.012
C 2.73732 1.66025 -2.81161 0.0593 -0.0240 0.0063 -0.002
C 1.73282 1.38677 -1.91328 -0.0812 -0.0089 0.0263 0.009
N 1.86205 0.48590 -0.92055 0.1449 0.0003 -0.0369 0.009
H 1.83846 -1.60752 1.79265 -0.0183 -0.0654 0.1160 0.002
H 3.48276 -2.07247 0.01212 0.0174 0.0044 0.0061 0.001
H 3.90822 -0.70511 1.07638 0.0029 0.0083 -0.0129 0.002
H 5.02212 -0.46248 -1.52279 -0.0039 -0.0076 -0.0095 0.000
H 4.75144 1.16995 -3.38986 0.0031 0.0011 0.0028 0.001
H 2.56080 2.37785 -3.59897 -0.0027 0.0051 0.0033 0.000
H 0.77756 1.87927 -1.99463 -0.0117 -0.0002 -0.0102 0.000
O -2.93008 1.08103 5.51731 0.0120 0.0398 0.0111 0.000
C -3.72656 1.17695 4.46441 -0.0440 -0.1099 -0.0110 0.000
O -4.90138 1.40418 4.54631 0.0243 0.0404 -0.0027 0.000
C -3.10635 0.97835 3.11698 0.0154 0.0397 0.0050 0.002
C -3.81824 1.01582 1.93039 -0.0057 0.0039 0.0023 0.011
N -2.95042 0.81212 0.92828 -0.0194 0.0114 -0.0069 0.001
N -1.71422 0.65096 1.39786 0.0535 -0.0980 -0.0332 -0.006
C -1.78934 0.73360 2.71987 0.0258 0.0000 0.0061 0.009
C -0.49638 0.46908 3.41261 -0.0729 0.0237 -0.0213 0.009
O -0.38492 0.50583 4.61691 0.0025 0.0463 0.0165 0.023
O 0.45270 0.19210 2.56198 0.0213 -0.0042 -0.0477 0.037
H -1.99483 0.87960 5.28710 0.0022 -0.0190 -0.0054 0.000
H -4.87118 1.17402 1.76613 -0.0010 -0.0032 -0.0001 0.000
H -3.11226 0.72074 -0.06356 0.0039 -0.0035 -0.0139 0.000
Br 2.93407 2.07565 1.90497 -0.0081 0.0367 0.0385 0.011
C 1.44574 3.06105 1.30615 0.0051 -0.0824 -0.0184 0.009
C 1.46016 4.43007 1.51985 0.0131 0.0152 0.0128 -0.001
C 0.40864 5.18380 1.03716 -0.0062 -0.0034 -0.0062 0.006
C -0.60923 4.54582 0.34214 -0.0096 0.0310 -0.0011 -0.001
C -0.54669 3.18098 0.18659 0.0034 -0.0343 0.0158 0.006
N 0.45698 2.42410 0.67684 0.0346 0.0281 -0.0633 0.010
H 2.28714 4.87937 2.04871 0.0008 -0.0016 -0.0001 0.000
H 0.39092 6.25430 1.19038 0.0010 -0.0001 0.0017 0.000
H -1.44083 5.09477 -0.07498 0.0010 -0.0016 -0.0006 0.000
H -1.30745 2.64707 -0.36393 -0.0033 0.0106 -0.0007 0.000
Se -0.95820 -2.17560 0.88316 -0.0702 -0.1236 0.0101 0.028
C -0.43920 -3.48886 -0.42372 0.0185 0.0567 -0.0314 0.017
C 0.88025 -3.86635 -0.63681 0.0517 0.0176 0.0555 0.002
C 1.18672 -4.83288 -1.58160 -0.0105 0.0001 -0.0001 0.000
C 0.17605 -5.44406 -2.31039 0.0208 0.0041 -0.0071 0.000
C -1.14387 -5.09326 -2.07633 -0.0230 0.0079 0.0049 0.001
C -1.45240 -4.11799 -1.13749 0.0202 -0.0239 0.0165 0.002
H 1.67490 -3.41844 -0.05359 -0.0700 -0.0305 -0.0393 0.000
H 2.21807 -5.11972 -1.74180 0.0046 -0.0015 -0.0011 0.000
H 0.41656 -6.19932 -3.04638 -0.0009 -0.0029 0.0057 0.000
H -1.94108 -5.58069 -2.62251 0.0014 -0.0019 0.0009 0.000
H -2.48719 -3.85850 -0.94967 0.0119 -0.0161 0.0049 0.000
C -2.46226 -1.10199 -2.49598 -0.0109 0.0003 0.0008 0.003
S -0.89951 -0.29694 -2.50299 0.0470 -0.0055 0.0216 0.012
O 0.14836 -1.27664 -2.43076 -0.1224 0.1207 -0.0735 0.013
O -0.88047 0.67470 -3.55454 -0.0080 -0.0072 -0.0247 0.003
O -0.92002 0.50343 -1.14951 -0.0851 0.0279 -0.0162 0.051
H -2.48295 -1.76596 -3.35816 0.0082 0.0010 0.0047 0.001
H -3.23773 -0.34457 -2.59166 -0.0103 -0.0043 -0.0029 0.000
H -2.54791 -1.67301 -1.57356 -0.0074 0.0147 -0.0072 0.001
```
Positions in Å, forces in eV/Å.

## Properties
- LUMO (alpha / beta): -3.4 / -3.9 eV
- Relative energy (zero: lowest compared OMol25 entry of this formula, charge and spin): 28.0 kJ/mol
- E_HOMO (alpha / beta): -10.478 / -10.725 eV
- Spin multiplicity: 3
- <S²>: 2.013
- Kohn-Sham gap (alpha / beta): 7.1 / 6.8 eV
- Charge: +1

Here is a structure of composition C23H22Cl2N5PdSi at a distorted geometry from the OMol25 dataset. Energies are from ωB97M-V with the def2-TZVPD basis set.

Geometry as XYZ:
```
54
Properties=species:S:1:pos:R:3:forces:R:3:nbo_charge:R:1
Pd 0.37026 -0.13511 1.51966 0.7218 -0.9298 -0.8509 0.650
C -1.30684 -5.39371 1.61886 0.1130 0.1262 -0.0261 -0.207
C -0.13564 -4.64641 1.61606 -0.0467 -0.4232 0.0614 -0.209
C -0.17614 -3.27051 1.61286 0.0354 0.9767 -0.0272 -0.197
C -1.41044 -2.59001 1.61076 -0.2167 -2.3747 -0.0912 0.173
C -2.59064 -3.36241 1.61516 0.1758 0.4249 -0.0415 -0.221
C -2.53114 -4.73711 1.61506 -0.0446 -0.1983 0.0175 -0.225
N -1.42834 -1.22871 1.62246 -2.4471 3.3405 0.1620 -0.201
N -2.62954 -0.67331 1.62746 2.1486 -3.6040 -0.1657 -0.243
C -2.69694 0.65429 1.70036 0.4334 3.1488 0.2316 0.284
C -3.97134 1.26149 1.55766 0.4833 -0.8730 -0.0950 -0.216
C -4.07604 2.62239 1.59386 0.2236 0.7081 0.0989 -0.192
C -2.92694 3.38969 1.81896 -0.4177 -0.2250 -0.1101 -0.259
C -1.72724 2.72729 1.99636 0.1160 0.2038 0.0659 0.053
N -1.59044 1.41439 1.93096 -1.2855 -0.6121 0.0700 -0.443
H -1.26744 -6.47451 1.61566 0.0138 -0.0370 -0.0052 0.205
H 0.82186 -5.14961 1.61196 0.0400 0.0211 -0.0021 0.213
H 0.74536 -2.67911 1.60066 -0.3099 -0.1888 -0.0632 0.258
H -3.53764 -2.84601 1.60666 -0.0457 -0.0230 0.0103 0.232
H -3.44824 -5.31261 1.60796 -0.0298 0.0120 0.0085 0.205
H -4.82784 0.62279 1.40376 -0.0594 -0.0547 -0.0574 0.219
H -5.03404 3.11039 1.45796 -0.0019 -0.0636 0.0117 0.209
H -2.97104 4.46759 1.86066 0.0105 0.0545 0.0362 0.214
H -0.82174 3.28099 2.21586 0.0501 0.0070 -0.0786 0.213
N 0.18116 0.05879 4.60116 0.1266 -0.0465 -0.5452 -0.702
C 0.36606 0.00109 3.44946 0.0503 0.2350 1.8885 0.424
H -0.00964 0.12959 5.57366 0.0544 0.0113 -0.0053 0.443
Cl 0.83306 2.54939 0.16306 -0.1384 1.0914 -0.3698 -0.047
C 2.53896 2.30149 0.09586 0.4497 -0.0541 0.0019 -0.048
C 3.36616 3.20859 -0.51504 -0.1304 -0.1289 -0.0933 -0.253
C 4.74516 3.04469 -0.46604 0.3117 0.3276 -0.1492 -0.345
C 5.28556 1.97869 0.24676 -0.1680 0.0141 -0.0147 -0.228
C 4.45786 1.07789 0.86106 0.0337 0.0371 -0.1932 -0.105
Cl 5.14476 -0.24251 1.74516 0.2621 -0.3022 0.2399 -0.051
C 3.01966 1.15009 0.82376 -0.6887 0.6117 -0.0479 0.061
N 2.27966 0.32979 1.48036 0.0753 -1.1976 0.6365 -0.704
H 2.94036 4.05149 -1.03834 -0.1033 0.1190 -0.0443 0.201
H 5.39896 3.75069 -0.95514 0.0335 0.0919 -0.0613 0.191
H 6.35906 1.86869 0.32306 0.0324 -0.1077 0.0196 0.203
C 1.79326 0.71209 -4.11084 -0.5954 -0.4029 0.2385 -1.086
Si 0.15936 -0.06691 -3.48514 0.1265 0.1192 -0.0393 1.586
C -0.13294 -1.78661 -4.28294 0.1101 0.6281 0.2481 -1.084
C -1.24844 1.11349 -4.03804 0.4184 -0.4792 0.3019 -1.085
C 0.21056 -0.24491 -1.65954 -0.1792 -0.1854 -0.9397 -0.726
C 0.28946 -0.32841 -0.44644 0.2227 0.1791 -0.2654 -0.205
H 1.83826 0.78499 -5.19384 -0.1002 -0.0305 -0.2509 0.212
H 2.65406 0.14109 -3.77834 0.1338 -0.1437 0.1180 0.239
H 1.89876 1.71419 -3.70664 -0.0242 0.1795 0.1597 0.241
H -0.14924 -1.75031 -5.36934 0.0113 0.1052 -0.2033 0.214
H -1.08324 -2.19591 -3.94974 -0.1644 -0.0169 0.1033 0.228
H 0.64246 -2.48591 -3.98424 0.1709 -0.0667 0.1042 0.233
H -1.31854 1.20629 -5.11864 0.0906 -0.0679 -0.2260 0.215
H -1.08124 2.10659 -3.63164 0.0851 0.1636 0.1314 0.234
H -2.21124 0.76939 -3.67124 -0.1674 -0.1003 0.0977 0.226
```
Positions in Å, forces in eV/Å.

## Properties
- LUMO (alpha / beta): 0.7 / 0.8 eV
- Relative energy (zero: lowest compared OMol25 entry of this formula, charge and spin): 212.0 kJ/mol
- E_HOMO (alpha / beta): -2.142 / -2.427 eV
- Kohn-Sham gap (alpha / beta): 2.8 / 3.2 eV
- Charge: -1

Here is a structure of composition C23H22FeO8 at a distorted geometry from the OMol25 dataset. Energies are from ωB97M-V with the def2-TZVPD basis set.

Geometry as XYZ:
```
54
Properties=species:S:1:pos:R:3:forces:R:3:lowdin_spin:R:1
O 3.98685 -3.15699 -1.51390 -0.6258 1.8836 -0.4315 -0.041
C 3.73521 -2.04068 -1.71457 0.7197 -4.4935 1.6195 -0.020
Fe 3.61324 -0.34972 -2.19188 -0.2220 0.0152 0.1418 2.278
C 4.77625 0.21581 -0.95054 3.6737 1.2950 3.8694 0.080
O 5.70041 0.30551 -0.25453 -1.4711 -0.2633 -1.2624 0.048
C 4.93096 -0.58098 -3.33371 5.1016 -0.5071 -3.7827 0.010
O 5.87791 -0.80635 -3.97354 -2.1836 0.4134 1.2686 -0.012
C 1.56556 -0.19963 -1.25280 -0.4806 0.8289 1.1422 0.186
C 1.11893 -1.04425 -2.38274 -0.9257 -0.7716 -0.2978 0.046
C 2.14251 -0.88397 -3.45796 -1.3919 -0.5601 -2.1843 0.074
C 2.44134 0.44584 -3.82049 -0.0225 -0.7643 -0.8218 0.060
C 2.49144 1.41500 -2.81764 -1.0443 2.2751 -0.3586 0.182
C 2.14339 1.03789 -1.49769 -1.3741 0.3359 0.9521 0.054
H 1.34015 -0.53544 -0.24560 0.2426 0.3060 -0.0839 0.009
H 0.93923 -2.09659 -2.10290 0.3930 0.4439 0.0282 0.003
H 0.12852 -0.71067 -2.75283 0.1745 0.0501 0.1730 0.024
H 2.30378 -1.71363 -4.14858 -0.3100 0.4614 -0.1086 0.003
H 2.76722 0.66053 -4.83847 0.3450 0.0145 0.3724 0.002
H 2.88553 2.41864 -3.01471 -0.2486 -0.5105 0.0342 0.009
H 2.33597 1.71987 -0.65659 0.0384 -0.4002 -0.4391 0.001
C -1.06289 -4.37905 2.49609 -0.2501 -0.2614 0.2973 0.000
C -0.79172 -3.55737 1.26717 -0.1407 -0.3960 0.3072 0.003
O -0.93635 -2.18652 1.68839 0.2032 0.2699 -0.9058 0.023
C -0.87375 -1.33842 0.63947 -0.1569 -1.9182 -1.1366 0.052
C -0.76974 0.03458 1.11306 -0.0495 -0.3412 -0.0180 0.475
C -0.65797 0.28497 2.55186 0.4858 0.3559 2.4814 0.039
C -1.68633 1.18116 3.17794 -0.4586 0.3952 0.4085 0.009
C -2.93796 1.41272 2.59089 0.1760 0.0766 0.2519 0.005
C -3.90835 2.17301 3.25583 0.2545 -0.0284 0.0929 0.001
C -3.62519 2.72637 4.51470 0.3541 -0.1870 -0.3069 -0.003
C -2.35988 2.53155 5.09253 -0.1437 -0.1726 -0.3594 0.001
C -1.40895 1.75480 4.43246 0.0073 -0.0875 -0.0913 -0.002
O 0.21104 -0.20211 3.27237 -0.6321 0.3380 -1.4617 0.088
C -0.91027 1.18369 0.25610 0.2609 1.9505 -1.4372 0.054
O -0.71266 2.34597 0.60944 -0.2047 -1.6552 0.0158 0.119
O -1.27324 0.86412 -1.00553 -0.2336 0.8228 0.8653 0.022
C -1.69160 2.01927 -1.78168 0.0313 -0.0242 -0.1334 0.003
C -1.89347 1.50154 -3.17673 -0.0484 -0.1011 -0.4114 0.002
O -0.89950 -1.76346 -0.51598 0.0596 1.2667 1.6198 0.101
H -0.77565 -5.42059 2.32906 -0.0482 0.1021 0.0301 0.000
H -0.51177 -3.99162 3.36118 -0.0653 -0.1127 -0.2234 0.000
H -2.13613 -4.34831 2.72271 0.2546 -0.0478 0.0844 0.000
H 0.22878 -3.71475 0.88785 -0.2941 0.1926 0.0047 0.002
H -1.51455 -3.76995 0.46912 0.3150 0.0408 0.1744 0.001
H -3.13291 0.99132 1.60242 -0.2030 0.1286 0.2878 0.003
H -4.87729 2.34242 2.77798 0.3339 -0.0695 0.2408 0.000
H -4.37482 3.32257 5.03563 0.1783 -0.1625 -0.1760 0.000
H -2.10140 2.97906 6.05478 -0.1952 -0.1359 -0.3082 0.000
H -0.43031 1.58665 4.88725 -0.3174 0.0121 -0.2022 0.000
H -2.63545 2.39672 -1.35619 0.3560 -0.0654 -0.0119 0.002
H -0.93892 2.82001 -1.73726 -0.1892 -0.3843 0.0948 0.001
H -2.27089 2.30148 -3.82141 0.0289 -0.1160 0.0679 0.000
H -0.94592 1.14026 -3.59787 -0.2316 0.0833 0.1023 0.002
H -2.61836 0.67769 -3.17196 0.1748 0.1792 -0.0748 0.000
```
Positions in Å, forces in eV/Å.

## Properties
- LUMO (alpha / beta): -0.1 / -2.9 eV
- Relative energy (zero: lowest compared OMol25 entry of this formula, charge and spin): 45.5 kJ/mol
- E_HOMO (alpha / beta): -5.780 / -8.256 eV
- Spin multiplicity: 5
- <S²>: 6.143
- Kohn-Sham gap (alpha / beta): 5.7 / 5.4 eV

Here is a structure of composition C23H22I2MgN2O2PS at a distorted geometry from the OMol25 dataset. Energies are from ωB97M-V with the def2-TZVPD basis set.

Geometry as XYZ:
```
54
Properties=species:S:1:pos:R:3:forces:R:3:nbo_charge:R:1
Mg 0.17250 0.08270 -0.21970 -1.1488 -0.9738 0.0047 1.607
O 2.04470 0.39920 1.27270 -0.2312 -0.1971 0.4987 -0.719
C 2.28230 0.87160 0.13970 1.7692 1.5085 0.5508 0.765
O 1.94490 0.32890 -0.92450 -0.1397 -0.6163 -1.5515 -0.809
C 2.75960 2.28410 0.08100 -0.1073 0.1944 0.0677 -0.112
C 4.07800 2.70130 0.10520 -0.0376 -0.0138 -0.0228 -0.190
C 4.35100 4.05950 0.04540 -0.0166 -0.1355 0.0148 -0.164
C 3.31640 4.97980 -0.03930 -0.0439 0.0818 -0.0138 -0.220
C 1.99650 4.56070 -0.05600 -0.0041 -0.2011 0.0025 -0.117
C 1.70740 3.19990 0.01630 0.1144 0.0526 0.0683 -0.355
P 0.00520 2.54860 0.06810 0.0190 1.1888 -0.0742 0.693
C -0.74510 3.23970 -1.43370 -0.1347 -0.0797 0.1568 -0.269
C -1.47770 4.42260 -1.45770 0.0996 -0.1391 0.0295 -0.220
C -2.00020 4.87670 -2.65680 -0.0237 0.0654 -0.0259 -0.196
C -1.79320 4.16230 -3.82590 0.0241 -0.0076 0.0037 -0.184
C -1.06190 2.98440 -3.80420 0.0060 -0.0179 -0.1129 -0.185
C -0.54500 2.51950 -2.61000 0.0107 -0.1075 0.1509 -0.233
C -0.77750 3.38060 1.47910 0.0141 -0.2777 -0.0415 -0.389
C -2.15800 3.23000 1.61500 0.0811 -0.0157 -0.1174 -0.208
C -2.80770 3.77270 2.70680 -0.0668 -0.0137 0.0582 -0.205
C -2.08390 4.44700 3.67960 0.0168 0.0262 -0.0016 -0.183
C -0.71220 4.58880 3.55220 -0.0313 0.0229 0.1031 -0.215
C -0.05240 4.05110 2.45980 0.0420 -0.0463 -0.1940 -0.131
H 4.87530 1.97610 0.17100 0.0766 -0.0266 -0.0075 0.233
H 5.37630 4.39800 0.06810 0.0476 0.0394 -0.0142 0.231
H 3.54230 6.03290 -0.08540 0.0194 0.1357 -0.0225 0.229
H 1.19080 5.28050 -0.11320 -0.0089 0.0722 -0.0191 0.217
H -1.64560 4.97690 -0.54460 -0.0159 0.0433 0.0362 0.225
H -2.57060 5.79240 -2.67870 -0.0580 0.0881 -0.0035 0.227
H -2.20430 4.52090 -4.75700 -0.0357 0.0383 -0.0766 0.229
H -0.89920 2.43110 -4.71690 0.0045 -0.0510 -0.0579 0.227
H 0.02720 1.59120 -2.59030 -0.0100 0.1407 -0.0949 0.203
H -2.71470 2.70270 0.84730 -0.0772 0.0106 0.0254 0.222
H -3.87730 3.67280 2.80250 -0.1281 -0.0248 0.0101 0.226
H -2.59120 4.86100 4.53760 -0.0462 0.0586 0.0578 0.228
H -0.15150 5.12020 4.30680 0.0418 0.0171 0.0567 0.228
H 1.02010 4.16000 2.36870 -0.0121 -0.0119 0.0246 0.221
C -3.08670 -3.81830 -0.31790 -0.1577 -0.1673 -0.5241 -0.416
N -2.79340 -2.96630 0.79760 0.2734 0.4529 0.1853 -0.370
C -2.90840 -3.43230 2.16890 -0.1242 -0.1891 0.3613 -0.223
C -2.38100 -2.24320 2.99050 0.0812 -0.0798 0.4196 -0.232
N -1.91000 -1.32210 1.96150 -0.3212 -0.0896 -0.2227 -0.589
C -2.24950 -1.76480 0.73040 0.1352 0.0655 0.5879 0.357
S -2.01900 -0.90270 -0.70390 0.1840 0.4418 -0.5512 -0.389
H -2.86500 -4.84590 -0.04160 0.0133 -0.0565 -0.0028 0.224
H -2.46710 -3.53220 -1.16720 -0.0339 -0.0551 0.0581 0.242
H -4.13500 -3.73540 -0.60830 -0.0109 -0.0642 0.0269 0.219
H -2.29850 -4.33000 2.30480 -0.0647 0.1059 -0.0310 0.227
H -3.94970 -3.67450 2.39350 0.0840 0.0040 0.0335 0.219
H -1.55170 -2.52620 3.64200 -0.1289 -0.0371 -0.0144 0.225
H -3.16510 -1.77680 3.59280 0.0836 -0.0774 -0.0569 0.214
H -1.77070 -0.34410 2.17030 -0.1008 -0.1233 -0.2263 0.424
I 1.49460 -1.96740 1.15330 -0.0269 -1.4643 0.6086 0.116
I 0.63660 -4.59320 1.22400 0.1054 0.5062 -0.1205 -0.157
```
Positions in Å, forces in eV/Å.

## Properties
- LUMO: -3.6 eV
- Relative energy (zero: lowest compared OMol25 entry of this formula, charge and spin): 66.6 kJ/mol
- E_HOMO: -11.746 eV
- Kohn-Sham gap: 8.1 eV
- Charge: +1